[1]
Here is C35H35Cl2IN5NaO4SSe as an isolated structure from OMol25. Energies are from the ωB97M-V functional and the def2-TZVPD basis.

Geometry as XYZ:
```
85
Properties=species:S:1:pos:R:3:forces:R:3
Na 0.602 -2.169 0.219 -0.094 0.200 -0.464
C -1.812 0.931 2.828 0.043 -0.003 0.025
C -2.783 0.182 1.973 0.023 -0.055 -0.029
N -4.057 0.398 2.105 0.056 0.022 0.040
C -4.918 -0.258 1.276 -0.088 -0.010 -0.032
C -4.520 -1.067 0.255 0.064 -0.057 -0.076
C -5.575 -1.698 -0.610 -0.011 0.031 -0.008
O -5.674 -3.116 -0.430 0.010 -0.031 -0.045
C -3.122 -1.323 0.052 -0.014 0.138 0.278
C -2.707 -1.974 -1.145 0.077 -0.044 -0.109
N -1.519 -2.255 -1.593 -0.280 -0.033 0.065
C -1.515 -2.647 -2.938 0.175 0.053 0.126
C -2.323 -2.001 -3.885 -0.004 -0.020 -0.099
C -2.329 -2.380 -5.217 -0.028 0.031 0.045
C -1.516 -3.414 -5.651 0.023 -0.043 -0.043
C -0.667 -4.031 -4.744 0.030 -0.027 0.007
C -0.649 -3.642 -3.415 -0.054 0.162 -0.128
I 0.791 -4.447 -2.152 -0.032 -0.118 0.141
C -2.207 -0.778 1.012 -0.182 0.134 0.014
O -0.993 -1.037 1.081 0.043 0.024 0.030
H -2.352 1.582 3.513 -0.014 0.000 -0.001
H -1.150 1.532 2.197 0.004 0.002 -0.014
H -1.169 0.240 3.378 -0.008 -0.003 0.010
H -5.973 -0.075 1.450 -0.001 -0.006 -0.011
H -5.409 -1.479 -1.672 -0.006 0.018 0.022
H -6.550 -1.286 -0.345 0.019 -0.010 0.029
H -4.786 -3.435 -0.235 -0.009 -0.006 0.034
H -3.549 -2.225 -1.799 0.056 -0.030 -0.050
H -2.916 -1.153 -3.566 0.026 0.010 0.035
H -2.959 -1.844 -5.918 0.001 -0.012 -0.016
H -1.503 -3.711 -6.692 -0.005 -0.003 -0.003
H 0.012 -4.806 -5.077 0.005 0.000 -0.005
O 0.890 -4.169 1.280 0.066 -0.090 0.209
N 1.257 -3.943 2.463 -0.082 -0.292 -0.055
N 1.973 -2.878 2.609 0.031 0.026 0.131
O 2.314 -2.075 1.649 0.117 0.135 -0.070
C 2.339 -2.546 3.938 0.068 -0.022 0.175
C 2.218 -3.459 4.987 0.008 0.074 0.023
C 2.592 -3.079 6.265 -0.025 -0.052 -0.020
C 3.089 -1.805 6.513 0.035 0.058 0.044
C 3.210 -0.909 5.462 0.015 0.051 -0.024
C 2.843 -1.271 4.175 -0.044 -0.137 -0.080
H 1.827 -4.445 4.791 -0.006 -0.009 -0.023
H 2.492 -3.790 7.077 0.004 0.002 0.006
H 3.378 -1.515 7.516 -0.005 -0.007 0.003
H 3.590 0.090 5.638 0.004 -0.004 0.026
H 2.921 -0.599 3.332 0.008 0.017 0.005
C -1.810 5.811 2.713 -0.014 0.058 0.075
C -1.467 4.847 1.610 0.036 -0.021 -0.038
C -0.153 4.631 1.218 -0.026 0.028 0.039
C 0.179 3.733 0.209 0.064 -0.003 0.009
C 1.627 3.534 -0.140 0.000 -0.037 -0.033
C -0.828 3.013 -0.463 0.010 -0.066 -0.032
Se -0.383 1.776 -1.834 0.091 -0.002 -0.191
C -2.163 3.216 -0.058 -0.075 -0.005 0.020
C -3.304 2.468 -0.696 -0.041 0.028 0.011
C -2.454 4.120 0.955 -0.013 -0.025 0.038
H -0.904 6.203 3.181 0.005 -0.003 -0.001
H -2.406 5.333 3.494 -0.003 -0.016 -0.007
H -2.387 6.667 2.348 -0.001 -0.013 -0.022
H 0.649 5.165 1.721 -0.015 0.016 0.022
H 2.271 4.126 0.515 -0.007 0.007 0.007
H 1.812 3.807 -1.183 -0.003 0.016 -0.013
H 1.891 2.476 -0.060 -0.002 -0.013 0.030
H -2.962 1.516 -1.097 -0.008 -0.022 0.043
H -3.715 3.039 -1.535 0.025 -0.023 -0.040
H -4.103 2.290 0.028 0.019 0.046 -0.020
H -3.493 4.235 1.257 0.003 0.019 0.024
S 3.272 -1.050 -1.593 -0.079 -0.400 -0.108
C 4.733 -0.313 -1.573 -0.047 0.410 0.074
N 4.789 1.072 -1.649 0.006 -0.037 0.029
C 5.919 1.814 -1.623 -0.020 -0.029 -0.001
C 7.135 1.221 -1.525 -0.062 0.080 -0.008
C 7.166 -0.200 -1.441 -0.025 -0.091 0.004
C 6.026 -0.933 -1.463 0.024 0.012 -0.026
H 3.883 1.525 -1.705 -0.028 -0.026 0.001
H 5.768 2.882 -1.683 0.066 0.009 0.003
H 8.034 1.818 -1.504 0.012 -0.007 0.001
H 8.118 -0.709 -1.350 0.023 0.027 -0.002
H 6.036 -2.010 -1.388 0.015 -0.003 0.003
Cl 1.095 -0.955 -4.705 0.092 -0.032 0.017
C 0.318 0.586 -5.020 -0.079 0.106 -0.113
Cl 0.884 1.304 -6.562 0.012 0.030 -0.060
H 0.539 1.293 -4.226 0.018 -0.049 0.071
H -0.749 0.429 -5.121 0.010 -0.030 0.073
```
Forces are in eV/Å.

Calculated values
- Relative energy (zero: lowest compared OMol25 entry of this formula, charge and spin): 92.04 kJ/mol
- Net charge: -2
- HOMO level: -0.045 Eh
- Gap between HOMO and LUMO: 4.892 eV
- LUMO: 3.7 eV

Atomic partial charges in e from the Löwdin method, atoms 1 to 8:
1 Na 0.1832
2 C -0.0246
3 C -0.2601
4 N 0.0967
5 C -0.1500
6 C -0.1869
7 C -0.2280
8 O -0.0715


[2]
Here is a 2-piece molecular cluster, C35H36BF3N4O6S2 overall from OMol25. Energies are from the ωB97M-V functional and the def2-TZVPD basis.

Geometry as XYZ:
```
87
Properties=species:S:1:pos:R:3:forces:R:3
C 4.391 -2.290 -0.758 -0.019 -0.160 0.402
C 3.479 -1.813 0.385 0.376 0.023 0.020
C 2.787 -0.474 0.168 0.621 0.044 -0.363
C 3.822 0.593 -0.175 -0.109 -0.089 -0.273
N 1.743 -0.484 -0.921 -0.096 -0.125 0.951
C 0.820 0.586 -0.639 0.006 0.008 -0.422
C 0.844 1.758 -1.389 -0.168 0.043 0.109
C 1.776 1.944 -2.548 0.167 0.421 -0.211
C 2.496 3.309 -2.528 -0.104 -0.430 -0.058
C 3.889 3.254 -3.102 0.015 0.027 -0.028
F 4.242 4.435 -3.645 0.062 0.065 0.015
F 4.813 2.965 -2.167 0.040 -0.065 0.012
F 4.020 2.329 -4.072 0.005 0.013 -0.102
C -0.053 2.767 -1.047 -0.118 -0.148 0.155
C -0.970 2.649 -0.001 0.399 0.502 -0.375
B -2.000 3.804 0.303 -0.136 -0.138 -0.008
N -1.789 4.781 1.342 -0.656 0.106 -0.457
O -3.190 3.840 -0.413 0.059 0.511 0.336
C -0.968 1.473 0.730 -0.113 -0.159 -0.074
N -1.892 1.294 1.819 0.268 0.381 0.360
C -1.657 1.792 2.903 0.479 0.163 0.109
O -1.423 2.247 3.954 -0.486 -0.335 -0.442
C -0.097 0.442 0.403 0.011 0.010 0.090
S -0.141 -1.059 1.309 -0.097 -0.094 0.140
C 0.137 -2.141 -0.059 0.052 0.114 0.175
C -0.545 -3.354 -0.136 -0.032 -0.183 -0.261
C -1.517 -3.832 0.915 0.309 0.284 0.249
C -2.656 -2.889 1.225 -0.183 -0.064 -0.009
C -3.299 -2.165 0.227 0.107 -0.154 0.149
C -4.354 -1.327 0.543 -0.220 0.118 -0.125
C -4.802 -1.205 1.849 0.192 -0.111 0.205
C -4.161 -1.919 2.851 0.050 -0.147 -0.155
C -3.099 -2.754 2.533 -0.116 0.073 0.090
C -0.305 -4.144 -1.251 0.089 0.300 0.017
C 0.550 -3.750 -2.275 0.009 -0.316 0.052
C 0.661 -4.650 -3.483 -0.398 0.518 -0.062
C 1.222 -2.528 -2.177 -0.119 -0.025 -0.092
C 2.082 -2.073 -3.306 -0.081 -0.016 0.156
C 3.152 -2.857 -3.731 0.100 0.151 -0.224
C 3.944 -2.404 -4.771 -0.231 0.176 0.168
C 3.625 -1.184 -5.344 0.179 0.022 -0.211
C 2.524 -0.486 -4.881 0.052 -0.327 0.123
N 1.757 -0.913 -3.877 0.091 0.015 -0.228
C 1.029 -1.729 -1.048 -0.016 -0.135 -0.188
H 4.257 -1.715 -1.666 -0.040 -0.036 -0.141
H 4.224 -3.345 -0.960 -0.114 -0.055 -0.217
H 5.433 -2.216 -0.456 0.137 0.156 -0.099
H 4.121 -1.651 1.251 -0.092 -0.010 0.220
H 2.781 -2.592 0.683 -0.213 0.013 -0.084
H 2.363 -0.180 1.127 -0.333 -0.095 0.042
H 4.246 0.432 -1.164 0.014 -0.054 -0.095
H 3.370 1.582 -0.176 0.045 0.129 0.111
H 4.643 0.563 0.537 0.008 0.143 0.188
H 1.185 1.899 -3.462 -0.005 -0.167 -0.114
H 2.493 1.138 -2.618 -0.042 -0.158 0.214
H 1.945 4.029 -3.125 -0.051 0.222 0.092
H 2.588 3.668 -1.507 0.008 0.232 0.047
H -0.046 3.688 -1.620 0.039 0.042 -0.087
H -1.051 5.446 1.141 0.449 -0.374 0.470
H -2.637 5.329 1.450 0.040 0.124 0.023
H -3.049 3.912 -1.360 -0.140 -0.551 -0.116
H -0.966 -4.003 1.842 0.025 -0.039 0.105
H -1.902 -4.806 0.621 -0.083 -0.077 -0.115
H -2.954 -2.261 -0.794 -0.016 0.070 -0.125
H -4.850 -0.768 -0.238 0.002 0.041 -0.102
H -5.636 -0.568 2.101 -0.081 0.117 -0.080
H -4.487 -1.853 3.878 -0.075 0.092 0.088
H -2.612 -3.298 3.331 0.111 -0.088 0.015
H -0.844 -5.076 -1.350 -0.033 -0.118 -0.003
H 1.598 -5.193 -3.536 0.077 -0.155 0.026
H -0.177 -5.340 -3.484 0.069 -0.270 0.047
H 0.560 -4.056 -4.390 0.166 0.006 -0.139
H 3.378 -3.788 -3.239 -0.031 -0.076 0.105
H 4.797 -2.972 -5.111 0.068 -0.071 -0.035
H 4.224 -0.774 -6.144 0.019 0.029 -0.077
H 2.265 0.455 -5.345 -0.134 0.136 0.059
O -5.852 0.946 7.165 -0.108 -0.024 0.019
S -5.549 2.321 7.336 0.139 0.056 -0.117
O -6.152 3.083 8.367 -0.014 -0.056 0.094
O -5.760 3.055 5.929 0.076 -0.162 -0.053
C -4.557 3.723 5.525 0.119 0.299 0.107
C -3.448 2.893 6.136 -0.012 -0.229 -0.190
O -3.967 2.519 7.423 -0.106 0.249 0.032
H -4.571 4.738 5.927 0.020 -0.008 0.002
H -4.505 3.760 4.440 -0.150 -0.122 -0.016
H -2.522 3.445 6.257 -0.003 -0.020 0.189
H -3.260 1.989 5.561 0.007 -0.010 -0.007
```
Forces are in eV/Å.

Calculated values
- HOMO level: -0.299 Eh
- Gap between HOMO and LUMO: 8.178 eV
- SMILES string: CC[C@@H](C)N1c2c(CCC(F)(F)F)cc(B(N)O)c(N=C=O)c2Sc2c(Cc3ccccc3)cc(C)c(-c3ccccn3)c21.O=S1(=O)OCCO1
- LUMO: 0.0 eV

Atomic partial charges in e from the Löwdin method, atoms 1 to 8:
1 C -0.0785
2 C -0.1876
3 C -0.3439
4 C -0.0339
5 N 0.0121
6 C -0.1698
7 C -0.1367
8 C -0.1286


Question: gap between HOMO and LUMO of number 2 (C35H36BF3N4O6S2)?
Answer: 8.178 eV